[1]
{
  "formula": "C8H23N4",
  "method": "ωB97M-V with the def2-TZVPD basis set",
  "symbols": ["C", "C", "C", "C", "C", "C", "C", "C", "N", "N", "N", "N", "H", "H", "H", "H", "H", "H", "H", "H", "H", "H", "H", "H", "H", "H", "H", "H", "H", "H", "H", "H", "H", "H", "H"],
  "positions_angstrom": [[-0.6764, 0.2523, 3.5286], [-0.4907, 2.4990, 3.1096], [-1.8703, -2.1665, -1.4360], [-0.5447, -2.8512, 0.5052], [2.6433, 1.8604, -2.7660], [1.9477, -0.6083, -2.4453], [-1.0167, 1.3848, 2.6905], [1.0809, 1.2785, -1.1923], [0.2605, 0.6241, -0.4021], [-1.1917, -1.7531, -0.2911], [1.8726, 0.8004, -2.1021], [-1.6404, 1.2160, 1.3879], [0.3729, -0.2174, 3.3956], [-0.7683, 0.5045, 4.5749], [-1.2896, -0.6053, 3.3426], [1.2410, 2.3586, -1.1547], [0.2061, 2.6034, 3.9064], [-0.5104, 3.3559, 2.4682], [-2.5116, -1.3300, -1.8912], [-1.1799, -2.5656, -2.2991], [-2.6443, -2.9517, -1.2183], [-1.3401, -3.6590, 0.7672], [0.0883, -3.4705, -0.1537], [-0.2184, -2.3896, 1.4744], [1.9602, 2.7060, -2.9592], [3.4931, 2.1561, -2.1298], [3.1257, 1.5203, -3.6754], [0.8953, -0.9167, -2.6512], [2.4415, -0.6456, -3.3651], [2.5438, -1.1627, -1.6999], [0.2542, -0.4711, -0.3436], [-0.3706, 0.9734, 0.4756], [-1.8154, 2.1980, 1.0943], [-2.4502, 0.6850, 1.3054], [-1.8973, -1.2126, 0.1497]],
  "e_lumo_ev": -2.377,
  "de_lowest_kj_mol": 0.0,
  "homo_lumo_gap_ev": 9.801,
  "charge": 1
}

***

[2]
{
  "formula": "C20H33BF4N3PTl",
  "method": "ωB97M-V with the def2-TZVPD basis set",
  "symbols": ["Tl", "N", "C", "C", "C", "C", "C", "N", "C", "C", "C", "C", "C", "N", "H", "H", "H", "H", "H", "H", "H", "H", "H", "F", "B", "F", "F", "F", "C", "H", "H", "H", "C", "C", "C", "P", "C", "C", "C", "C", "C", "C", "H", "H", "H", "H", "H", "H", "H", "H", "H", "H", "H", "H", "H", "H", "H", "H", "H", "H", "H", "H", "H"],
  "positions_angstrom": [[-0.2223, 0.5041, -0.0668], [2.4630, 0.4828, 2.5811], [1.2225, 0.1938, 3.1286], [1.1721, -0.0332, 4.5093], [-0.0318, -0.3466, 5.1006], [-1.1675, -0.4004, 4.3033], [-1.0389, -0.1212, 2.9603], [0.1265, 0.1635, 2.3755], [2.9976, 0.1482, 1.3642], [4.3974, -0.0074, 1.3056], [4.9823, -0.4400, 0.1421], [4.1628, -0.7304, -0.9482], [2.8117, -0.5118, -0.8210], [2.2337, -0.0434, 0.2875], [3.1704, 0.6063, 3.2973], [2.0751, 0.0179, 5.0974], [-0.0835, -0.5507, 6.1587], [-2.1317, -0.6540, 4.7069], [-1.9043, -0.1376, 2.3170], [4.9957, 0.1835, 2.1849], [6.0487, -0.5895, 0.0894], [4.5754, -1.1164, -1.8641], [2.1256, -0.7330, -1.6263], [-0.0899, -2.0271, 0.0441], [-1.3805, -2.4096, 0.5741], [-2.1267, -1.2022, 0.2925], [-1.2984, -2.5965, 1.9081], [-1.8849, -3.4494, -0.1061], [-1.9420, 2.0008, 0.5676], [-1.7456, 2.2761, 1.5921], [-2.8450, 1.4198, 0.4642], [-1.9213, 2.8463, -0.1016], [0.9045, 0.9903, -5.3748], [1.1797, 0.6301, -3.9169], [1.8576, 1.8030, -3.2133], [-0.3016, 0.0258, -2.9156], [-1.8693, 0.9651, -3.3310], [-2.4812, 0.7189, -4.7052], [-1.6216, 2.4590, -3.1316], [-0.5212, -1.7898, -3.2861], [-0.2441, -2.1924, -4.7294], [-1.9118, -2.2325, -2.8412], [1.8592, 1.1587, -5.8713], [0.3354, 1.9128, -5.4506], [0.3834, 0.2043, -5.9138], [1.8558, -0.2348, -3.8951], [1.2767, 2.7124, -3.3308], [2.8405, 1.9734, -3.6449], [1.9869, 1.6141, -2.1496], [-2.5757, 0.6121, -2.5668], [-1.8304, 1.0624, -5.5024], [-3.4079, 1.2867, -4.7675], [-2.7251, -0.3247, -4.8749], [-1.0970, 2.8686, -3.9903], [-1.0250, 2.6506, -2.2410], [-2.5673, 2.9866, -3.0312], [0.2152, -2.2770, -2.6332], [-0.9211, -1.6961, -5.4200], [-0.4102, -3.2634, -4.8240], [0.7821, -1.9872, -5.0202], [-2.6660, -2.0046, -3.5905], [-2.1943, -1.7521, -1.9102], [-1.9155, -3.3029, -2.6566]],
  "e_lumo_ev": -3.966,
  "de_lowest_kj_mol": 106.5,
  "homo_lumo_gap_ev": 7.482,
  "charge": 1
}

***

[3]
{
  "formula": "C31H44BeBrN3OP2",
  "method": "ωB97M-V with the def2-TZVPD basis set",
  "symbols": ["C", "C", "C", "C", "N", "C", "C", "C", "C", "C", "C", "C", "C", "C", "Be", "P", "H", "H", "H", "H", "H", "H", "H", "H", "C", "C", "H", "H", "H", "H", "H", "C", "C", "H", "H", "H", "H", "H", "C", "C", "H", "H", "H", "H", "H", "Br", "P", "C", "C", "H", "H", "H", "H", "H", "C", "C", "H", "H", "H", "H", "H", "C", "C", "H", "H", "H", "H", "H", "N", "C", "O", "C", "C", "C", "N", "C", "C", "H", "H", "H", "H", "H", "H"],
  "positions_angstrom": [[2.1850, 4.0301, -1.0249], [1.2515, 3.2367, -1.7453], [1.3010, 3.2898, -3.1635], [2.3695, 3.9623, -3.7667], [3.3023, 4.6089, -3.0672], [3.2029, 4.6722, -1.7395], [0.2827, 2.4778, -1.0691], [-0.5570, 1.8382, -0.3754], [-1.9050, 1.9767, 0.1748], [-2.5218, 0.8861, 0.8338], [-3.8365, 0.9445, 1.2769], [-4.5626, 2.0620, 0.9244], [-4.0055, 3.1978, 0.3472], [-2.6481, 3.1600, -0.0086], [-0.8723, -0.2066, 0.5409], [1.6324, -0.4188, -0.5285], [0.5216, 2.8368, -3.7730], [2.0957, 4.1655, 0.0527], [2.4688, 3.9565, -4.8557], [3.9677, 5.2389, -1.2032], [-2.1507, 4.0185, -0.4591], [-2.1005, -0.1422, 1.1491], [-4.6308, 4.0732, 0.1944], [-4.3113, 0.1252, 1.8038], [2.2937, -2.1217, -0.1342], [3.4615, -2.6795, -0.9456], [1.4289, -2.7947, -0.2318], [2.5573, -2.1058, 0.9339], [3.6395, -3.7196, -0.6381], [3.2676, -2.6896, -2.0254], [4.3986, -2.1387, -0.7644], [2.0453, -0.1853, -2.3362], [3.4270, 0.3237, -2.7495], [1.2872, 0.5319, -2.6795], [1.8328, -1.1313, -2.8554], [3.4475, 0.4419, -3.8435], [3.6578, 1.3074, -2.3178], [4.2335, -0.3788, -2.4979], [2.8533, 0.6835, 0.3248], [4.3090, 0.2319, 0.4524], [2.4434, 0.8337, 1.3333], [2.7918, 1.6642, -0.1672], [4.8594, 0.9797, 1.0393], [4.4038, -0.7268, 0.9741], [4.8186, 0.1590, -0.5151], [-6.4418, 1.8570, 1.2316], [-1.4719, -1.5449, -1.4030], [-0.4891, -2.5274, -2.6029], [-1.1381, -3.7717, -3.1991], [0.4414, -2.8070, -2.0861], [-0.1969, -1.8397, -3.4098], [-0.4030, -4.2905, -3.8279], [-1.4714, -4.4781, -2.4312], [-1.9913, -3.5233, -3.8412], [-2.6032, -2.7332, -0.5700], [-3.9286, -3.0627, -1.2433], [-2.8011, -2.3121, 0.4283], [-2.0204, -3.6520, -0.4060], [-4.5088, -3.7213, -0.5835], [-4.5418, -2.1740, -1.4332], [-3.7888, -3.5987, -2.1894], [-2.5016, -0.4190, -2.4364], [-3.0065, -0.9184, -3.7879], [-1.8706, 0.4708, -2.5847], [-3.3455, -0.0974, -1.8080], [-3.5929, -0.1188, -4.2592], [-2.1915, -1.1711, -4.4760], [-3.6698, -1.7862, -3.6932], [0.8453, 0.1337, 6.9362], [0.4896, -0.9557, 6.1891], [0.2278, -2.0367, 6.7047], [0.4026, -0.7539, 4.7162], [0.6141, 0.4803, 4.0776], [0.3566, 0.6029, 2.7165], [-0.1602, -0.4422, 2.0044], [-0.2063, -1.6890, 2.5655], [0.0441, -1.8539, 3.9187], [0.9537, -0.0184, 7.9301], [1.1482, 1.0127, 6.5544], [0.9299, 1.3731, 4.6121], [0.5515, 1.5360, 2.1833], [-0.4620, -2.5227, 1.9094], [-0.1016, -2.8420, 4.3502]],
  "e_lumo_ev": -6.622,
  "de_lowest_kj_mol": 137.1,
  "homo_lumo_gap_ev": 6.865,
  "charge": 2
}

***

[4]
{
  "formula": "C2H5NS2",
  "method": "ωB97M-V with the def2-TZVPD basis set",
  "symbols": ["C", "S", "C", "N", "S", "H", "H", "H", "H", "H"],
  "positions_angstrom": [[0.8575, 1.2599, 0.0207], [1.6253, -0.4875, -0.2607], [0.2975, -1.6364, -0.1799], [-0.9157, -1.2086, 0.0443], [-1.5989, 0.0880, -0.3430], [1.6589, 2.1830, -0.2601], [0.0330, 1.6797, -0.6746], [0.3011, 1.2883, 1.1000], [0.5439, -2.8390, 0.0174], [-2.8025, -0.3276, 0.5359]],
  "e_lumo_ev": 0.617,
  "smiles": "CS/C=N\\S",
  "de_lowest_kj_mol": 422.9,
  "homo_lumo_gap_ev": 8.348
}